Computed, not measured: a molecular structure, C3H5NO2, with ωB97M-V with the def2-TZVPD basis set.

Geometry as XYZ:
```
11
C3H5NO2 (ωB97M-V with the def2-TZVPD basis set)
C 0.0146 1.3344 0.5287
C 0.8815 -0.2974 1.3296
C -0.4398 -0.1438 0.4769
N 0.9984 1.1399 1.3202
O -0.5554 -0.8975 -2.2529
O -1.5006 -0.7618 0.3347
H -0.4281 2.2449 0.3304
H 0.5638 -0.6587 2.3081
H 1.8274 -0.8067 1.1251
H -0.6194 0.0531 -2.3672
H -0.7424 -1.2063 -3.1336
```

Results
gap between HOMO and LUMO	10.10	eV
energy relative to the best compared isomer or geometry (same formula, charge and spin)	73.6	kcal/mol
calculated total energy	-322.4571	hartree

natural (NBO) atomic charge list, values in e, 8 entries: number 1, C, carries -0.035; number 2, C, carries -0.358; number 3, C, carries 0.537; number 4, N, carries -0.295; number 5, O, carries -0.927; number 6, O, carries -0.476; number 7, H, carries 0.191; number 8, H, carries 0.209